23
Properties=species:S:1:pos:R:3 method="wB97M-V/def2-TZVPD" e_homo_ev=-12.13 charge=+1 homo_lumo_gap_ha=0.3389 e_above_lowest_kj_mol=223.2
N -0.281 -0.468 1.564
C -0.036 -1.675 0.647
C 1.467 -1.917 0.443
N 1.553 -2.839 -0.720
H -0.023 -0.850 2.464
H 0.206 0.379 1.296
H -1.274 -0.193 1.555
H -0.532 -2.524 1.055
H -0.467 -1.424 -0.359
H 2.051 -1.004 0.222
H 1.920 -2.414 1.342
H 1.518 -2.472 -1.649
H 2.357 -3.450 -0.678
C -0.411 2.208 -0.133
C -1.034 1.432 -1.009
N -2.329 1.704 -1.540
N 0.793 1.931 0.601
H -0.916 3.023 0.342
H -0.674 0.434 -1.341
H -2.707 0.912 -2.076
H -2.163 2.373 -2.287
H 1.049 2.786 1.101
H 1.595 1.837 -0.003

=====

24
Properties=species:S:1:pos:R:3 method="wB97M-V/def2-TZVPD" smiles=CN(C)C(N)(N)N(C)N e_homo_ev=-8.01 charge=0 homo_lumo_gap_ha=0.3313 e_above_lowest_kj_mol=111.9
C 1.357 0.064 -1.546
C 0.014 2.004 0.906
C 1.634 -1.704 0.043
N 1.004 -0.407 -0.205
H 1.019 -0.621 -2.332
H 2.444 0.163 -1.634
H 0.941 1.053 -1.763
H 2.712 -1.642 -0.144
H -0.177 1.827 1.970
H 1.091 1.956 0.724
H -0.274 3.035 0.674
H 1.532 -2.017 1.086
H 1.232 -2.496 -0.600
C -0.401 -0.304 0.129
N -2.278 1.220 0.470
N -0.649 -0.850 1.419
N -1.241 -1.088 -0.716
N -0.858 1.083 0.059
H -2.671 2.030 -0.013
H -2.770 0.412 0.060
H -1.599 -0.536 1.609
H -0.074 -0.326 2.065
H -1.049 -0.811 -1.668
H -0.941 -2.045 -0.594

=====

24
Properties=species:S:1:pos:R:3 method="wB97M-V/def2-TZVPD" e_homo_ev=-6.78 charge=0 homo_lumo_gap_ha=0.2812 e_above_lowest_kj_mol=143.7
C 1.425 -0.715 -0.623
C -0.597 -0.044 -0.708
C -0.881 1.065 0.202
C -2.168 0.970 1.014
N 1.359 -1.834 -1.454
N 1.609 -0.997 0.712
N 2.238 0.315 -1.110
N -1.204 -1.350 -0.494
N 0.312 1.262 1.415
H -0.553 0.209 -1.764
H -0.833 2.019 -0.335
H 1.607 -1.622 -2.411
H 0.416 -2.237 -1.389
H 1.125 -0.287 1.342
H 1.432 -1.965 0.936
H 1.761 0.989 -1.685
H 2.767 0.777 -0.375
H -1.075 -1.644 0.470
H -2.205 -1.358 -0.668
H 1.029 1.870 1.035
H -0.077 1.735 2.224
H -2.320 1.870 1.612
H -3.029 0.849 0.353
H -2.139 0.123 1.701

=====

25
Properties=species:S:1:pos:R:3 method="wB97M-V/def2-TZVPD" e_homo_ev=-11.81 charge=+1 homo_lumo_gap_ha=0.2664 e_above_lowest_kj_mol=394.4
C 1.797 -1.425 -1.521
C -1.168 -0.902 1.560
C -3.381 -0.112 -0.052
C 1.512 1.658 0.151
N -1.844 0.320 -1.694
N 2.626 1.357 1.093
N 1.992 -0.292 -0.699
N -0.923 -0.283 0.302
N 1.258 0.649 -0.789
N -1.909 -0.043 -0.513
H 0.631 -1.604 -1.548
H 2.164 -1.132 -2.483
H 2.257 -2.404 -1.115
H -0.968 -0.370 2.563
H -2.186 -1.182 1.806
H -0.552 -1.876 1.438
H -4.065 0.274 -0.812
H -3.493 0.452 0.967
H -3.492 -1.282 0.103
H 0.598 1.845 0.649
H 1.755 2.564 -0.448
H -0.864 0.544 -2.048
H 2.190 1.412 2.001
H 3.293 2.059 1.121
H 2.770 -0.228 -0.032

=====

no.,E (eV)
1,-10344.468
2,-11840.376
3,-11840.046
4,-13319.990